The molecule C3H7NO2S2, computed with ωB97M-V/def2-TZVPD.

Last columns: bonded neighbours and bond lengths (Å).
Geometry (Å):
1 N -1.61 -0.56 -0.58  C2 1.440, H9 1.009, H10 1.009
2 C -0.28 -0.37 -0.06  N1 1.440, C3 1.548, C6 1.537, H11 1.084
3 C 0.12 1.10 0.20  C2 1.548, S4 1.828, H12 1.078, H13 1.086
4 S 0.17 1.98 -1.40  C3 1.828, S5 2.064
5 S 2.19 2.27 -1.72  S4 2.064, H14 1.344
6 C -0.19 -1.10 1.29  C2 1.537, O7 1.198, O8 1.350
7 O -0.56 -0.68 2.36  C6 1.198
8 O 0.35 -2.32 1.12  C6 1.350, H15 0.974
9 H -2.31 -0.06 -0.06  N1 1.009
10 H -1.66 -0.42 -1.57  N1 1.009
11 H 0.49 -0.82 -0.67  C2 1.084
12 H 1.11 1.15 0.63  C3 1.078
13 H -0.63 1.56 0.83  C3 1.086
14 H 2.44 1.10 -2.32  S5 1.344
15 H 0.35 -2.82 1.96  O8 0.974

Values from the calculation:
**Highest occupied orbital energy**: -9.2834 eV
**Structure (SMILES)**: N[C@@H](CSS)C(=O)O
**Energy above the lowest of the compared OMol25 structures with the same formula, charge and spin**: 2.50 kJ/mol
**Molecular weight**: 153.23 g mol⁻¹
**LUMO energy**: 0.0156 Ha

Atom-resolved charges from Löwdin, all expressed in e: 0.07 -0.41 -0.50 0.43 0.32 -0.50 0.12 0.11 0.09 0.07 0.14 0.06 0.08 -0.20 0.13